The following is a DFT calculation (ωB97M-V/def2-TZVPD) of 5 unconnected molecules or ions with the total composition C7H25NO4.

SMILES string: CCCCCN(C)C.O.O.O.O
Energy above the lowest of the compared OMol25 structures with the same formula, charge and spin: 430.6 kJ/mol
E_LUMO: 0.46 eV
Net charge: 0
E: -17340.8494 eV
HOMO-LUMO gap: 9.6427 eV

Element x y z (Å)
1 C -3.18059 1.42612 0.40116
2 C -1.94190 0.45323 0.29597
3 C -0.91641 0.92069 -0.74033
4 C 0.15465 1.85778 -0.30382
5 C 1.11992 1.40422 0.82030
6 N 1.97558 0.28650 0.34086
7 C 3.11505 0.83343 -0.47497
8 C 2.48158 -0.37169 1.62698
9 H -2.77211 2.36057 0.72982
10 H -3.41024 1.46650 -0.65656
11 H -3.86705 0.91488 1.02333
12 H -1.44075 0.18436 1.24603
13 H -2.06312 -0.58576 0.12273
14 H -0.62852 -0.01760 -1.19246
15 H -1.65639 1.22286 -1.45608
16 H 0.72489 2.09760 -1.25310
17 H -0.47061 2.73888 0.18926
18 H 0.67324 1.11610 1.70918
19 H 1.77053 2.25438 1.17147
20 H 2.98279 1.38539 -1.37335
21 H 3.73282 0.00272 -0.67751
22 H 3.47955 1.52418 0.37385
23 H 3.43785 -0.78996 1.56415
24 H 1.75062 -0.99802 1.88145
25 H 2.64291 0.34662 2.37848
26 O -1.61339 -1.29690 3.18525
27 H -0.86606 -1.41927 2.50608
28 H -2.50102 -1.50009 2.57309
29 O -0.00606 -3.51317 -0.99061
30 H 0.13764 -2.65592 -1.43904
31 H -0.87621 -3.74170 -1.32824
32 O -1.95867 -1.55842 -2.04816
33 H -2.35604 -2.41953 -1.67219
34 H -1.05962 -1.53142 -2.00583
35 O 1.04485 -1.11158 -2.12410
36 H 1.25803 -0.83996 -2.94481
37 H 1.10223 -0.44602 -1.45830

Force components x, y, z for each atom (eV/Å):
C 2.98 -2.31 -1.11
C 1.42 0.43 2.13
C -1.70 -2.31 0.71
C -0.72 2.07 0.82
C 1.34 0.44 -2.71
N -0.38 0.23 0.32
C -0.30 0.67 4.46
C 1.16 2.99 -3.17
H -0.41 0.60 0.46
H -1.12 0.41 0.05
H -1.22 0.30 0.55
H -0.07 1.54 0.36
H -1.71 -0.84 -1.21
H 0.90 0.41 0.13
H 0.53 1.37 -1.18
H -0.42 0.59 1.34
H 1.70 -1.01 -1.46
H -1.57 -0.81 1.42
H -0.32 -0.30 -0.59
H -1.04 0.43 -0.61
H 1.12 -0.69 -0.14
H 1.02 -0.48 -1.93
H 1.23 -1.29 -0.80
H -2.57 -2.83 1.31
H -0.17 1.39 1.13
O -1.92 -1.14 -3.82
H -1.70 0.18 1.48
H 3.65 0.82 2.46
O -0.28 0.55 -0.30
H 0.78 -0.58 0.37
H 0.05 -0.49 0.13
O -5.81 -1.95 0.15
H 1.44 2.28 -0.94
H 3.84 -0.34 0.19
O -1.43 -3.10 3.10
H 1.15 1.75 -4.08
H 0.58 1.02 0.97


The following is a DFT calculation (ωB97M-V/def2-TZVPD) of 16 unconnected molecules or ions with the total composition C44H128N8O16.

Energy above the lowest of the compared OMol25 structures with the same formula, charge and spin: 0.0 kJ/mol
E_LUMO: 0.35 eV
Net charge: 0
E: -92379.0350 eV
HOMO-LUMO gap: 9.0457 eV

Element x y z (Å)
1 C 8.12369 15.26155 12.40373
2 O 8.02063 14.48432 11.22149
3 H 8.33166 16.31515 12.22974
4 H 7.19118 15.19470 12.97691
5 H 8.89748 14.82755 13.04415
6 H 7.68774 13.58588 11.42026
7 C 2.50777 14.83560 15.92441
8 O 3.24452 13.66758 16.23074
9 H 2.22711 15.35536 16.84570
10 H 3.13638 15.55022 15.38429
11 H 1.54380 14.62786 15.45268
12 H 3.57221 13.33728 15.36170
13 C 2.89915 9.67066 15.29751
14 O 4.29630 9.78440 15.04189
15 H 2.32898 9.59503 14.36916
16 H 2.69841 8.80644 15.93486
17 H 2.58738 10.54697 15.86753
18 H 4.68470 8.87905 15.09203
19 C 6.10188 14.80213 17.91882
20 O 5.34172 13.62793 18.23001
21 H 6.97919 14.95037 18.54309
22 H 6.46217 14.71798 16.88946
23 H 5.40859 15.64238 17.98106
24 H 4.76421 13.49613 17.46024
25 C 6.81510 12.52939 5.90463
26 C 7.92890 13.03024 4.97947
27 O 8.39811 14.28296 5.43376
28 H 6.49822 11.50182 5.70168
29 H 5.90729 13.08997 5.64861
30 H 6.95833 12.69260 6.97133
31 H 7.58582 13.07893 3.94022
32 H 8.77253 12.33494 4.97211
33 H 7.65045 14.92054 5.38058
34 C 10.12142 10.36230 5.96770
35 C 9.25947 10.47309 7.22093
36 O 10.07260 10.86038 8.31194
37 H 11.01182 9.76489 6.15787
38 H 10.40976 11.32921 5.55791
39 H 9.55107 9.81435 5.20940
40 H 8.77432 9.50985 7.40286
41 H 8.41247 11.15613 7.09247
42 H 10.06236 11.82776 8.45010
43 C 0.56102 12.35269 13.48948
44 C 0.82333 12.70914 12.02449
45 O 2.01498 12.09113 11.55977
46 H -0.35793 12.82747 13.83015
47 H 1.41686 12.63900 14.09671
48 H 0.46467 11.27789 13.65319
49 H 0.85524 13.80135 11.91751
50 H -0.02200 12.42624 11.38717
51 H 2.02335 12.14115 10.58088
52 C 3.37428 9.99071 8.73350
53 C 3.22697 11.36168 8.09213
54 O 2.28888 12.13441 8.86079
55 H 4.23309 9.41338 8.39272
56 H 2.51987 9.32241 8.62225
57 H 3.46811 10.17708 9.80728
58 H 2.93349 11.31249 7.04146
59 H 4.15459 11.93802 8.16303
60 H 2.26056 13.02438 8.49548
61 C 7.22345 8.61884 15.66884
62 C 6.38199 7.36689 15.94270
63 C 5.78826 7.33976 17.34293
64 O 6.85872 7.60621 18.23882
65 C 6.43335 7.64933 19.57908
66 N 5.37840 7.19007 14.88200
67 H 8.24271 8.50551 16.04074
68 H 6.87698 9.48337 16.23989
69 H 7.28120 8.86635 14.60960
70 H 7.06627 6.51177 15.87745
71 H 5.46004 6.32299 17.58557
72 H 4.94019 8.03038 17.39819
73 H 5.80775 8.52545 19.77767
74 H 7.31696 7.70042 20.21269
75 H 5.85369 6.76729 19.87429
76 H 4.98851 6.25661 14.80914
77 H 5.87491 7.27969 13.98934
78 C 3.27995 17.76665 17.99579
79 C 4.33567 18.73824 17.44704
80 C 4.79650 18.37159 16.04393
81 O 5.31381 17.06737 16.04226
82 C 5.44693 16.52421 14.75786
83 N 3.79498 20.11285 17.43145
84 H 3.23620 17.78138 19.08280
85 H 3.52011 16.77587 17.61018
86 H 2.30780 18.05626 17.59376
87 H 5.18505 18.81818 18.13583
88 H 5.50813 19.12638 15.68446
89 H 3.93367 18.42458 15.36566
90 H 5.84856 15.50986 14.78773
91 H 6.08243 17.09714 14.07338
92 H 4.45472 16.42127 14.30259
93 H 3.75444 20.47360 18.37603
94 H 4.46519 20.68898 16.92952
95 C 3.62858 7.09628 11.85857
96 C 4.65450 6.81640 10.76374
97 C 5.88454 6.10573 11.33152
98 O 6.61217 6.85485 12.29299
99 C 7.12285 8.08891 11.79410
100 N 4.02411 6.06357 9.67573
101 H 2.63403 7.27792 11.45185
102 H 3.94420 8.01060 12.37043
103 H 3.51331 6.34691 12.64341
104 H 5.07713 7.71853 10.30981
105 H 6.51404 5.75461 10.50474
106 H 5.55806 5.22621 11.89479
107 H 8.02783 8.31075 12.35252
108 H 6.35049 8.85961 11.85927
109 H 7.36045 8.00420 10.72830
110 H 3.67565 5.17801 10.02566
111 H 4.72981 5.90605 8.96367
112 C 6.41500 12.55946 14.15540
113 C 5.26852 12.75849 13.16747
114 C 5.39754 12.02157 11.84230
115 O 6.64025 12.26305 11.20272
116 C 6.80547 11.56518 9.99663
117 N 4.03066 12.31833 13.80052
118 H 6.22760 13.14357 15.05552
119 H 7.37642 12.86856 13.74224
120 H 6.49388 11.49406 14.38345
121 H 5.23959 13.84075 13.00165
122 H 4.58978 12.38981 11.19968
123 H 5.25944 10.95403 12.04527
124 H 5.93835 11.74321 9.34492
125 H 6.77958 10.47909 10.14203
126 H 7.73555 11.84690 9.51145
127 H 3.24951 12.37172 13.14657
128 H 4.14029 11.33469 14.07220
129 C 5.61187 15.27573 8.36999
130 C 7.00502 15.79706 8.03339
131 C 6.90498 16.84615 6.92974
132 O 6.46975 16.24307 5.70206
133 C 6.38890 17.16743 4.63524
134 N 7.58416 16.39358 9.20899
135 H 4.99780 16.07654 8.78578
136 H 5.64462 14.50463 9.14618
137 H 5.14306 14.84784 7.48131
138 H 7.58149 14.97748 7.58723
139 H 7.87758 17.32729 6.77061
140 H 6.24817 17.67827 7.20411
141 H 7.03018 18.04363 4.76540
142 H 5.38269 17.58016 4.52217
143 H 6.68203 16.66084 3.71674
144 H 8.55720 16.65076 8.99230
145 H 7.66489 15.76481 10.00947
146 C 11.96769 13.81727 6.79733
147 C 11.18857 14.55412 7.88254
148 C 11.03082 16.04985 7.57750
149 O 10.27326 16.74484 8.55443
150 C 10.84295 16.81771 9.85456
151 N 9.95952 13.76916 8.14549
152 H 11.66091 13.97386 5.75703
153 H 11.92750 12.72791 6.85181
154 H 13.03011 14.07179 6.86001
155 H 11.81726 14.40325 8.76369
156 H 10.51577 16.26417 6.64096
157 H 12.04828 16.45276 7.50856
158 H 11.78555 17.36506 9.92203
159 H 11.03729 15.79847 10.20022
160 H 10.11628 17.24704 10.54028
161 H 9.45960 14.44813 8.73439
162 H 9.37200 13.76073 7.30780
163 C 4.24394 19.52785 9.82149
164 C 3.49298 18.27345 10.29246
165 C 4.23283 17.54551 11.43176
166 O 3.44271 16.54253 12.03157
167 C 3.53801 15.29406 11.39831
168 N 2.13386 18.62651 10.73499
169 H 4.22698 20.35460 10.53226
170 H 3.79619 19.84483 8.88105
171 H 5.29535 19.27575 9.66440
172 H 3.37607 17.57415 9.45961
173 H 4.43991 18.24331 12.25172
174 H 5.22635 17.20867 11.10848
175 H 4.52676 14.82744 11.40623
176 H 3.17655 15.29000 10.36308
177 H 2.87594 14.56826 11.87724
178 H 2.21651 19.36206 11.43300
179 H 1.83463 17.80714 11.25984
180 C 9.16917 13.79099 16.32183
181 C 10.63752 13.32994 16.29550
182 C 11.51942 14.31708 15.51565
183 O 11.12865 14.42905 14.14661
184 C 11.42500 13.29743 13.37997
185 N 11.14195 13.14614 17.63726
186 H 9.07815 14.70916 16.90969
187 H 8.54454 13.01788 16.76944
188 H 8.77521 14.08828 15.34661
189 H 10.66645 12.33138 15.85665
190 H 12.57757 14.03431 15.50587
191 H 11.49327 15.31600 15.95242
192 H 11.02450 12.38475 13.83170
193 H 12.50233 13.12677 13.25037
194 H 11.01626 13.38614 12.37304
195 H 11.07816 13.94673 18.25965
196 H 10.53916 12.48421 18.11947

Force components x, y, z for each atom (eV/Å):
C -0.24 -1.15 0.89
O 0.41 0.39 -0.09
H 0.08 -0.08 -0.49
H -0.03 0.20 -0.07
H 0.17 0.39 0.06
H -0.13 0.42 0.00
C -0.07 0.55 0.85
O 0.03 0.07 -0.46
H 0.19 -0.31 0.11
H -0.45 -0.12 -0.30
H 0.22 -0.09 -0.50
H -0.03 -0.50 0.18
C 0.35 0.00 0.43
O -0.04 -0.38 0.22
H -0.08 -0.02 -0.01
H -0.09 -0.12 -0.15
H -0.08 0.12 -0.19
H -0.34 0.16 -0.41
C -1.04 -0.37 -0.59
O 0.80 -0.04 0.11
H -0.19 -0.30 0.41
H 0.09 0.27 -0.04
H 0.52 0.29 0.03
H -0.25 0.04 0.29
C -1.26 0.22 -0.98
C 0.03 -0.54 0.58
O -0.04 0.29 -0.40
H 0.45 -0.13 0.13
H 0.04 0.23 0.14
H 0.44 -0.09 -0.04
H -0.17 0.05 0.07
H -0.05 0.24 0.13
H 0.35 -0.16 0.18
C -0.66 -0.47 -0.32
C 0.44 0.45 -0.15
O -0.22 -0.39 0.57
H 0.05 0.10 0.21
H 0.11 -0.01 0.12
H 0.05 0.18 -0.19
H 0.34 -0.16 0.37
H 0.31 0.11 -0.12
H -0.13 0.03 -0.35
C 0.30 -0.28 -0.49
C -0.62 -0.03 0.11
O -0.27 0.22 -0.07
H 0.12 0.14 0.12
H -0.14 0.35 0.19
H -0.14 -0.06 -0.31
H 0.31 0.05 0.14
H -0.04 -0.31 0.12
H 0.18 -0.15 0.38
C -0.22 0.17 0.55
C 0.39 0.15 0.17
O -0.44 -0.17 -0.34
H 0.18 0.33 -0.13
H -0.21 0.31 -0.22
H 0.21 -0.22 0.04
H -0.15 -0.02 0.03
H 0.29 -0.41 -0.28
H -0.03 -0.01 -0.03
C 0.16 0.35 0.72
C 0.84 -0.95 -0.45
C 0.64 -0.46 -0.22
O -0.42 0.29 -0.07
C -0.07 0.14 0.27
N -0.05 0.66 -0.27
H -0.01 -0.34 -0.13
H -0.40 0.07 -0.31
H -0.14 -0.01 -0.03
H 0.15 0.04 0.25
H -0.49 -0.01 -0.21
H 0.11 0.25 0.33
H 0.01 0.08 -0.06
H 0.03 0.03 -0.07
H 0.04 -0.15 -0.17
H -0.03 -0.03 0.59
H -0.28 0.03 0.30
C 0.44 0.26 -0.70
C -0.17 0.56 0.94
C -0.65 0.16 0.05
O 0.66 0.09 0.13
C -0.55 -0.32 -0.64
N -0.10 -0.01 -0.75
H 0.02 -0.11 0.01
H -0.05 -0.05 0.46
H -0.04 0.02 0.02
H 0.31 -0.92 -0.24
H 0.29 -0.17 -0.03
H -0.14 0.02 0.01
H 0.14 0.09 0.51
H 0.05 0.27 0.20
H 0.12 0.23 -0.26
H -0.05 -0.01 0.02
H -0.13 0.21 0.13
C 0.17 1.15 0.09
C -0.02 -0.57 0.14
C -0.41 -0.55 0.53
O 0.28 0.17 -0.60
C -0.34 -0.45 -0.41
N 0.40 0.31 0.12
H 0.09 0.07 -0.20
H -0.21 -0.03 0.19
H 0.33 -0.34 -0.26
H -0.63 0.32 0.09
H 0.27 0.21 0.05
H -0.01 -0.13 -0.18
H -0.11 0.28 0.04
H 0.23 0.25 0.34
H 0.26 -0.09 0.04
H 0.09 -0.10 -0.17
H -0.24 -0.36 -0.10
C 0.10 -0.50 -0.59
C 0.39 0.28 0.44
C 0.18 0.39 0.08
O 0.26 -0.22 0.38
C -0.85 -0.49 -0.34
N -0.24 0.32 0.09
H -0.04 -0.18 0.12
H -0.04 0.05 -0.07
H 0.02 0.03 0.34
H -0.30 -0.07 -0.24
H -0.11 -0.28 -0.16
H 0.04 -0.13 -0.17
H 0.21 0.32 -0.18
H 0.32 -0.05 0.25
H 0.05 0.13 0.10
H 0.32 -0.07 -0.03
H 0.02 0.38 0.04
C -0.01 -0.29 0.05
C -0.94 -0.17 -0.17
C 0.23 0.41 -0.01
O 0.21 0.18 0.30
C -0.15 0.36 -0.23
N 0.93 0.86 0.09
H -0.01 0.12 -0.20
H 0.20 -0.07 -0.05
H -0.13 0.08 0.04
H 0.08 -0.08 0.22
H 0.21 -0.22 -0.05
H -0.34 -0.20 0.14
H 0.30 -0.21 0.17
H -0.15 -0.25 0.06
H -0.08 -0.02 -0.03
H -0.83 0.03 0.04
H -0.49 -0.24 -0.57
C 0.83 -0.03 -0.89
C 0.31 -1.74 -0.88
C 0.20 -0.33 0.36
O 0.55 0.58 0.15
C 0.08 -0.98 0.09
N -0.49 1.77 0.49
H -0.27 0.61 0.17
H -0.17 0.04 0.75
H -0.04 0.08 -0.14
H -0.17 0.40 0.21
H 0.00 -0.37 -0.10
H 0.00 0.20 0.00
H -0.04 0.22 -0.37
H 0.06 0.04 0.25
H -0.10 0.19 -0.20
H -0.46 -0.81 0.34
H 0.32 0.08 -0.22
C 0.08 -0.86 -0.16
C -0.06 0.38 0.72
C 0.46 0.91 0.09
O 0.23 -0.61 -0.13
C -0.65 -1.01 -0.38
N 0.27 -0.24 -0.02
H -0.26 -0.11 0.15
H 0.12 0.23 0.01
H 0.01 0.04 -0.19
H 0.11 0.08 -0.11
H -0.15 0.25 -0.13
H -0.14 -0.44 -0.14
H 0.26 0.51 0.00
H 0.18 0.39 -0.18
H 0.03 0.31 0.42
H -0.06 0.05 -0.05
H -0.39 0.16 -0.02
C 0.23 0.49 -0.30
C -0.75 0.72 0.06
C 0.35 -0.58 -0.60
O -0.37 0.56 0.17
C 0.32 -0.74 -0.13
N 0.34 -0.51 1.11
H 0.10 -0.12 0.27
H -0.13 0.07 -0.05
H 0.06 -0.42 -0.13
H 0.18 0.11 -0.27
H -0.01 -0.34 0.40
H -0.36 0.05 -0.03
H -0.11 -0.01 -0.11
H 0.09 0.22 0.21
H -0.25 0.30 0.14
H 0.05 0.45 -0.57
H 0.20 -0.26 -0.18


The following is a DFT calculation (ωB97M-V/def2-TZVPD) of a single C3H3NO2 molecule.

Energy above the lowest of the compared OMol25 structures with the same formula, charge and spin: 547.3 kJ/mol
E_LUMO: -0.11 eV
Net charge: 0
E: -8739.4588 eV
HOMO-LUMO gap: 9.0534 eV

Element x y z (Å)
1 O -1.18007 0.63064 -1.79262
2 C -0.59521 0.47832 -0.27384
3 N -0.87795 1.65248 -0.64297
4 O 1.48055 0.63083 1.58457
5 C 0.96712 -0.43554 1.29918
6 C -0.11081 -0.61439 0.33779
7 H -0.40068 0.69345 -2.38068
8 H 1.31604 -1.37731 1.76927
9 H -0.56134 -1.57925 0.14081

Force components x, y, z for each atom (eV/Å):
O 0.05 -0.16 -0.40
C -0.04 0.48 -0.08
N 0.22 -0.47 0.41
O -0.17 -0.34 -0.08
C 0.10 0.21 0.03
C -0.03 0.06 0.02
H -0.16 -0.02 0.14
H -0.04 0.11 -0.05
H 0.07 0.13 0.01